# C36H84O18

6 unconnected molecules or ions with the total composition C36H84O18 at a distorted geometry (ωB97M-V/def2-TZVPD, the Open Molecules 2025 dataset).

XYZ file:
```
138
Properties=species:S:1:pos:R:3:forces:R:3
C -12.4428 -16.7854 19.9312 1.0606 -0.2121 -0.0915
O -12.5303 -16.9120 21.3318 -0.3341 0.0535 0.0187
C -12.4587 -18.2242 21.8211 0.2889 -0.4589 0.9852
C -13.7846 -18.9628 21.6791 0.2605 -0.0307 -0.9897
O -13.7167 -20.3559 21.9244 -0.2727 0.1592 0.7486
C -12.9600 -21.2351 21.1494 0.5128 -0.6046 -0.0319
C -13.5342 -21.5611 19.7943 -0.6432 0.0066 -0.5535
O -13.7103 -20.4514 18.9335 0.1825 0.1072 -0.0888
C -12.5081 -19.9492 18.4016 -0.0424 0.2299 -0.8435
H -11.4516 -17.1405 19.6021 -0.0814 0.0898 0.0062
H -12.4815 -15.7217 19.7162 -0.2751 -0.0069 -0.1368
H -13.1702 -17.3629 19.3550 -0.3221 0.2055 0.2159
H -12.2185 -18.1486 22.8874 -0.0568 0.1633 -0.0670
H -11.6167 -18.8063 21.4167 -0.1403 0.1907 -0.4543
H -14.1608 -18.7709 20.6679 -0.1921 -0.0504 0.1535
H -14.4923 -18.5855 22.4114 -0.0862 0.0669 -0.0347
H -12.9917 -22.1667 21.7259 0.0977 -0.0415 -0.1030
H -11.8894 -20.9975 21.0684 -0.1311 0.4103 0.0482
H -14.5468 -21.9570 19.9101 0.0708 -0.0629 0.1378
H -12.9291 -22.3135 19.2695 0.1479 -0.0730 0.2606
H -11.9193 -20.6900 17.8429 0.0373 -0.3261 0.5353
H -11.8935 -19.4417 19.1483 0.1106 -0.1057 -0.0126
H -12.7860 -19.2375 17.6190 -0.0770 0.2523 0.2895
C -10.6419 -28.9477 18.2021 -0.2154 0.0863 0.7005
O -9.7233 -27.8805 18.0400 -0.2993 0.0123 -0.0873
C -8.4061 -28.2693 17.7732 0.8015 0.2966 -0.4395
C -8.1449 -28.8306 16.3685 -0.3030 0.7376 0.3924
O -8.6489 -30.1062 16.0867 0.1308 -0.2491 -0.0626
C -7.9903 -31.1611 16.7623 0.0972 0.2794 -0.0007
C -8.4063 -32.4670 16.1480 -0.4119 0.2627 0.2314
O -7.7657 -32.6359 14.9149 0.3032 -0.3974 0.1523
C -7.7996 -33.9708 14.4188 -0.0292 0.7424 -0.3683
H -10.4319 -29.7491 17.4996 -0.1556 -0.1349 0.0495
H -11.6584 -28.5733 18.0690 0.1404 0.1681 -0.3812
H -10.6400 -29.2867 19.2485 0.3254 -0.2828 -0.1679
H -7.9413 -28.8994 18.5464 -0.3915 -0.0862 0.1063
H -7.8356 -27.3320 17.7690 -0.0133 -0.0462 0.1842
H -7.0595 -28.7459 16.2070 -0.0186 -0.3169 -0.1093
H -8.6385 -28.1389 15.6810 0.0396 -0.1508 -0.1354
H -8.2491 -31.1659 17.8300 -0.0399 0.0086 -0.0359
H -6.9016 -31.0461 16.6770 -0.0204 0.0047 -0.0039
H -9.4979 -32.4370 16.0173 0.0051 -0.1625 0.0610
H -8.1605 -33.2550 16.8727 0.0617 -0.1592 -0.2274
H -8.0497 -34.6881 15.1988 0.1053 -0.1028 0.0421
H -6.8136 -34.1603 13.9965 -0.0208 -0.2671 0.0649
H -8.5337 -34.0310 13.6107 -0.0771 -0.1670 0.0734
C -11.9946 -26.3445 23.0320 0.2185 -0.2002 0.1904
O -12.1906 -27.4769 22.2124 -0.1052 0.1496 0.0159
C -13.5445 -27.8333 22.0295 0.2246 -0.3585 -0.2198
C -14.3369 -26.7964 21.2681 -0.1671 0.0087 -0.1376
O -15.6256 -27.3311 21.0431 -0.0186 0.5704 0.2417
C -16.3904 -26.5348 20.1388 0.2093 -1.2079 -0.4591
C -17.8457 -26.7480 20.4804 -0.1056 0.4164 0.5104
O -18.6337 -26.1771 19.4651 -0.0141 -0.0807 -0.1797
C -19.9878 -26.5490 19.5802 0.0355 -0.1320 0.6601
H -12.3500 -25.4217 22.5684 0.0066 0.0417 -0.0072
H -10.9207 -26.2737 23.1987 -0.0228 0.1123 -0.0264
H -12.4789 -26.4732 24.0073 -0.0893 0.0415 -0.0370
H -14.0513 -28.0609 22.9753 0.1125 0.0848 0.0950
H -13.5033 -28.7505 21.4408 -0.1822 -0.0232 0.0305
H -13.8472 -26.5773 20.3095 0.0982 0.0101 0.0587
H -14.4116 -25.8668 21.8451 -0.0338 0.0645 -0.0879
H -16.2131 -26.9623 19.1421 -0.0890 0.3373 -0.1105
H -16.0797 -25.4896 20.1153 -0.1232 0.0965 0.2956
H -18.0868 -26.2832 21.4505 0.0655 0.0241 -0.0826
H -18.0373 -27.8200 20.6171 0.0462 -0.0386 -0.2862
H -20.1104 -27.6259 19.4143 -0.0663 0.0628 -0.2376
H -20.5769 -25.9608 18.8852 0.0422 -0.0665 -0.1766
H -20.3559 -26.3551 20.5994 -0.0010 0.1125 -0.1063
C -3.6167 -18.2104 18.1003 -0.1219 0.2447 -0.0470
O -4.3662 -17.8974 16.9507 0.0087 -0.1342 -0.4278
C -5.7046 -17.5069 17.2257 0.8881 -0.1302 0.4588
C -6.5420 -18.6867 17.6685 -0.0996 -0.4975 0.6686
O -7.8998 -18.3512 17.8514 0.1050 0.1526 -0.0620
C -8.7007 -18.3750 16.7010 -0.5596 -0.0447 -1.0104
C -9.7875 -17.3017 16.7999 -0.1175 -0.2348 1.2201
O -9.2974 -16.0462 17.2212 0.0233 -0.1193 -0.0382
C -8.4233 -15.4018 16.3280 -0.3828 0.3355 -0.5108
H -3.6831 -17.3731 18.8081 0.0238 -0.2197 0.1870
H -2.5775 -18.3227 17.8019 0.0144 -0.0439 -0.0753
H -3.9591 -19.1426 18.5574 0.0753 0.0529 0.1862
H -6.0529 -17.0383 16.3123 -0.2621 0.0809 0.0243
H -5.6652 -16.8020 18.0682 -0.3511 0.3023 -0.3126
H -6.2225 -18.9941 18.6691 0.1165 0.0658 -0.0645
H -6.3658 -19.5707 17.0406 -0.2936 0.1923 -0.3200
H -9.1818 -19.3578 16.6186 -0.0908 0.0475 -0.0860
H -8.1483 -18.2381 15.7606 0.3784 0.0116 0.2727
H -10.4388 -17.6163 17.6225 -0.0448 0.1161 -0.0563
H -10.4395 -17.2242 15.9215 0.3712 -0.1290 -0.2745
H -8.9680 -14.6437 15.7473 0.0437 0.0136 0.1125
H -7.9862 -16.0766 15.5888 0.1456 -0.0917 0.1590
H -7.6398 -14.9059 16.8974 0.0738 -0.0561 -0.0014
C -13.1055 -23.6969 15.3974 -0.3606 -0.1580 0.1842
O -12.2712 -23.1068 14.4336 0.0301 0.2192 -0.0119
C -11.4142 -22.1261 14.9905 -0.7548 0.0058 0.1665
C -10.1223 -22.7064 15.5400 2.0397 1.1692 -1.1730
O -9.6156 -21.8646 16.5869 -1.3812 -0.1964 0.6455
C -8.9458 -22.4952 17.6478 1.4370 -0.4018 -0.5410
C -9.4456 -23.8471 18.1128 -0.0531 -0.1088 0.2996
O -10.8490 -23.8542 18.1956 0.0812 -0.0697 0.3602
C -11.3383 -25.0337 18.8307 -0.7005 0.5825 -0.2996
H -13.7489 -22.9538 15.8881 0.2448 0.0884 0.0951
H -12.5164 -24.2304 16.1508 -0.1343 0.0000 0.0659
H -13.7898 -24.3804 14.8947 0.2486 -0.1428 -0.1008
H -11.9079 -21.5522 15.7880 -0.0873 -0.2779 0.0447
H -11.2629 -21.4085 14.1835 0.4363 -0.0772 0.0175
H -9.3547 -22.5554 14.7607 -0.2223 -0.4128 -0.1829
H -10.0892 -23.7768 15.7232 -0.6587 0.0315 0.4938
H -8.8357 -21.8197 18.4961 -0.5189 0.3136 -0.1766
H -7.9117 -22.6687 17.2897 0.0212 -0.1011 0.3422
H -9.0267 -24.0256 19.1139 0.1379 0.0863 -0.0642
H -9.0605 -24.6695 17.4912 -0.2552 0.0577 -0.1773
H -10.5860 -25.5105 19.4562 0.0294 -0.1796 -0.1340
H -11.7366 -25.6923 18.0552 0.2856 -0.3794 0.1709
H -12.1839 -24.7338 19.4569 0.0711 -0.0155 0.0551
C -3.5791 -19.3547 25.8260 0.1677 -0.2032 -0.5001
O -4.6330 -20.0310 25.1744 -0.2760 0.2158 0.4580
C -4.2933 -21.3148 24.7470 0.6077 -0.5553 -0.0207
C -5.5679 -22.0950 24.4887 -0.7999 0.1566 -0.2644
O -5.4319 -23.1430 23.5494 0.0800 -0.0456 0.3526
C -5.1767 -22.7341 22.2382 0.4774 0.1978 -0.6027
C -5.2720 -23.9220 21.3249 -0.2702 -0.5415 0.0126
O -6.5717 -24.4765 21.3604 -0.0989 0.0763 0.2917
C -6.6862 -25.5543 20.4745 0.1677 -0.3339 -0.1966
H -4.0022 -18.4752 26.2995 0.0458 0.0532 0.0647
H -2.8190 -19.0573 25.0908 0.0033 0.1080 0.1129
H -3.0887 -20.0017 26.5610 -0.1129 0.0747 0.1332
H -3.6883 -21.8481 25.4982 -0.1133 0.1568 0.0834
H -3.6490 -21.2759 23.8565 -0.1951 0.0689 -0.0924
H -6.3695 -21.4081 24.1760 0.2813 0.1210 -0.1976
H -5.9594 -22.5463 25.4005 0.2762 -0.1259 0.0454
H -4.1450 -22.3678 22.1163 -0.0780 0.0909 0.1026
H -5.8328 -21.9253 21.8876 -0.2265 -0.0947 0.2749
H -4.5524 -24.6864 21.6523 0.0239 0.0603 -0.0387
H -5.0239 -23.6426 20.2908 0.0977 0.1609 0.0818
H -7.6103 -26.1058 20.6465 -0.2378 0.4095 -0.0054
H -5.8979 -26.3078 20.6224 0.1782 0.2558 -0.0562
H -6.6412 -25.1711 19.4460 -0.0485 -0.3179 -0.0962
```
Forces are in eV/Å.

Summary:
Relative energy (zero: lowest compared OMol25 entry of this formula, charge and spin) (kcal per mole): 207.9
Kohn-Sham gap (eV): 9.44